No. 1
Below is a molecular structure, C37H60AsN7S2SeSi3Y, with properties calculated with ωB97M-V/def2-TZVPD.

Each line ends with the Löwdin charge.
Cartesian coordinates (Å):
Y (-0.39666, 0.46996, -0.06611)  0.83
C (2.44503, -1.40047, 4.84932)  -0.07
C (3.51335, -1.27636, 3.77278)  -0.23
N (2.99257, -1.55918, 2.44137)  -0.01
C (2.21433, -0.70414, 1.75269)  -0.77
S (1.53404, -1.35803, 0.27966)  0.55
N (2.09375, 0.51032, 2.23137)  0.01
N (1.29232, 1.34031, 1.50800)  -0.12
C (1.17900, 2.54402, 1.95319)  -0.29
C (1.80723, 3.03495, 3.21618)  -0.01
C (0.39658, 3.48184, 1.12288)  -0.21
C (0.30595, 4.82815, 1.46337)  0.01
C (-0.38583, 5.69663, 0.63816)  -0.02
C (-0.97597, 5.20038, -0.51104)  -0.03
C (-0.86102, 3.84888, -0.76855)  -0.23
N (-0.19920, 2.99744, 0.01697)  0.00
H (2.84256, -1.10188, 5.82069)  0.08
H (2.08194, -2.42649, 4.92876)  0.08
H (1.59695, -0.76033, 4.60864)  0.05
H (4.33023, -1.97678, 3.94831)  0.12
H (3.94003, -0.27455, 3.76466)  0.11
H (2.98086, -2.51246, 2.12148)  0.11
H (2.33005, 2.22361, 3.70815)  0.07
H (1.03663, 3.42580, 3.88500)  0.10
H (2.51352, 3.84289, 3.01280)  0.09
H (0.78006, 5.18924, 2.36281)  0.11
H (-0.45855, 6.74620, 0.89055)  0.12
H (-1.52559, 5.83266, -1.19325)  0.12
H (-1.32709, 3.42798, -1.64904)  0.06
C (-4.58265, 2.17132, 2.45501)  -0.02
N (-4.59236, 0.89048, 1.76786)  -0.13
C (-5.11640, -0.27648, 2.28802)  -0.03
C (-4.78466, -1.27378, 1.45471)  -0.03
N (-4.04392, -0.70473, 0.42389)  -0.01
C (-3.89804, 0.62591, 0.64997)  -0.77
S (-3.05307, 1.77352, -0.27419)  0.66
C (-3.49150, -1.44884, -0.63919)  -0.27
C (-4.28223, -2.43715, -1.20683)  0.02
C (-3.74059, -3.23857, -2.19402)  -0.02
C (-2.43601, -3.00468, -2.59254)  -0.03
C (-1.74618, -1.97154, -1.99153)  -0.15
N (-2.24147, -1.19338, -1.02194)  0.06
H (-5.44345, 2.21262, 3.11701)  0.10
H (-4.63989, 2.97216, 1.72421)  0.07
H (-3.65851, 2.25811, 3.02766)  0.09
H (-5.66245, -0.28951, 3.21359)  0.14
H (-4.96623, -2.33109, 1.51027)  0.13
H (-5.30344, -2.55928, -0.87599)  0.13
H (-4.33131, -4.02312, -2.64704)  0.12
H (-1.95694, -3.59894, -3.35745)  0.12
H (-0.72890, -1.75420, -2.28302)  0.02
C (1.33909, -2.92250, -3.62557)  -0.21
Si (0.95889, -1.28414, -4.46361)  0.28
C (2.25982, -1.02065, -5.77751)  -0.20
C (-0.74674, -1.26731, -5.24834)  -0.21
As (1.02100, 0.43107, -2.82133)  0.78
Si (0.36815, 2.32112, -4.10798)  0.28
C (1.13302, 3.83245, -3.30194)  -0.21
C (0.89195, 2.30434, -5.90520)  -0.21
C (-1.51078, 2.31240, -4.10747)  -0.22
Si (3.37805, 0.73071, -2.51751)  0.30
C (3.61142, 1.85115, -1.03567)  -0.20
C (4.14730, 1.55353, -4.01979)  -0.20
C (4.15415, -0.95572, -2.29146)  -0.22
H (0.95882, -3.74648, -4.23621)  0.04
H (0.94207, -3.03814, -2.61662)  0.01
H (2.42111, -3.04567, -3.55135)  0.03
H (2.13663, -1.80313, -6.53322)  0.05
H (3.26697, -1.11826, -5.37166)  0.02
H (2.17920, -0.05863, -6.27954)  0.01
H (-0.97219, -2.25444, -5.66134)  0.04
H (-0.77543, -0.55759, -6.07756)  0.03
H (-1.54718, -1.00177, -4.55714)  0.01
H (2.15655, 3.95652, -3.66183)  0.03
H (1.17478, 3.77752, -2.21483)  0.00
H (0.57949, 4.73414, -3.57785)  0.04
H (1.96920, 2.24461, -6.05334)  0.02
H (0.55308, 3.24895, -6.34364)  0.05
H (0.41827, 1.50099, -6.47051)  0.02
H (-1.97515, 1.96950, -3.18095)  -0.02
H (-1.85341, 1.63740, -4.89606)  0.03
H (-1.90398, 3.30575, -4.34191)  0.04
H (3.82893, 2.86893, -1.36755)  0.03
H (4.45778, 1.50191, -0.43881)  0.04
H (2.74801, 1.88239, -0.37324)  -0.02
H (3.49653, 2.27913, -4.50492)  -0.01
H (4.46257, 0.82978, -4.77179)  0.03
H (5.03780, 2.09604, -3.68868)  0.04
H (3.54467, -1.61979, -1.68052)  -0.02
H (5.11485, -0.83217, -1.78321)  0.04
H (4.35265, -1.42840, -3.25521)  0.02
C (-0.64777, -4.96062, 6.33274)  -0.05
C (-0.82528, -3.81729, 5.37189)  -0.28
C (-0.95292, -4.02757, 4.00907)  -0.02
C (-1.12184, -2.98038, 3.10442)  -0.29
C (-1.30604, -3.32727, 1.65518)  -0.08
C (-1.15174, -1.66504, 3.58138)  -0.49
Se (-1.41741, -0.12047, 2.47118)  0.72
C (-1.02523, -1.42885, 4.96263)  -0.33
C (-1.05627, -0.04186, 5.54334)  -0.11
C (-0.86902, -2.50515, 5.82555)  -0.03
H (-0.55835, -5.90980, 5.80542)  0.07
H (-1.49544, -5.03601, 7.01630)  0.08
H (0.24794, -4.82866, 6.94200)  0.08
H (-0.92096, -5.04243, 3.62545)  0.11
H (-0.91293, -4.32288, 1.44629)  0.08
H (-0.79754, -2.61602, 1.01376)  -0.02
H (-2.36772, -3.32944, 1.38632)  0.07
H (-0.40109, 0.63658, 4.99535)  0.04
H (-0.74957, -0.06217, 6.58894)  0.08
H (-2.06003, 0.38781, 5.48963)  0.07
H (-0.76557, -2.30748, 6.88782)  0.12

Atomic forces in eV per Å
Y -0.49 0.22 0.61
C 0.02 0.01 0.00
C 0.03 -0.01 0.02
N -0.05 0.03 -0.01
C 0.04 -0.05 0.08
S -0.02 -0.01 -0.25
N -0.10 0.00 0.00
N 0.24 -0.06 -0.04
C 0.08 -0.03 -0.08
C -0.02 0.02 0.01
C 0.01 -0.02 0.03
C 0.00 -0.01 -0.01
C 0.01 0.00 0.00
C -0.03 0.00 -0.01
C -0.03 -0.02 0.04
N 0.09 -0.08 -0.01
H 0.01 -0.01 0.00
H -0.02 0.01 -0.02
H 0.02 0.01 0.01
H 0.00 0.00 0.01
H -0.02 0.01 -0.02
H 0.01 0.00 0.00
H -0.01 -0.01 0.00
H 0.01 0.00 0.01
H 0.01 -0.01 0.00
H 0.00 0.00 0.00
H 0.00 0.00 0.00
H 0.01 0.01 0.01
H -0.02 -0.03 -0.03
C 0.00 -0.02 -0.01
N 0.00 0.00 0.02
C -0.01 0.01 0.00
C 0.00 -0.01 -0.01
N 0.02 0.01 -0.01
C 0.00 0.02 0.00
S 0.12 -0.10 -0.02
C -0.04 0.02 -0.02
C 0.03 -0.01 0.01
C 0.00 0.00 0.01
C 0.00 -0.01 -0.01
C 0.07 -0.04 0.07
N 0.17 -0.14 0.05
H 0.01 0.00 0.01
H -0.01 0.01 0.00
H 0.00 0.01 -0.01
H 0.00 -0.01 0.00
H 0.00 0.00 0.01
H 0.00 0.00 -0.01
H 0.00 0.00 0.00
H 0.00 0.00 0.00
H 0.02 -0.01 -0.01
C -0.03 0.00 -0.01
Si 0.10 -0.01 0.10
C -0.04 -0.08 -0.04
C 0.00 -0.01 -0.02
As 0.09 0.26 -0.30
Si 0.02 -0.14 -0.01
C 0.03 0.00 -0.01
C -0.05 0.07 -0.02
C -0.01 0.03 -0.02
Si -0.09 -0.04 -0.07
C 0.01 -0.01 0.02
C 0.06 0.02 0.03
C 0.04 0.06 0.04
H 0.01 0.00 -0.01
H -0.03 0.02 0.01
H 0.00 0.01 0.00
H 0.01 0.01 0.00
H -0.01 0.01 0.02
H 0.00 0.01 0.01
H 0.00 0.01 -0.02
H 0.00 0.02 0.01
H 0.02 -0.01 0.00
H 0.00 0.00 -0.01
H 0.03 -0.02 -0.04
H 0.00 0.00 0.00
H 0.00 0.00 0.02
H 0.01 -0.01 -0.02
H 0.00 -0.01 0.01
H 0.03 0.03 0.05
H 0.00 0.00 0.00
H -0.01 -0.01 0.00
H -0.02 0.01 0.01
H 0.02 0.02 -0.02
H -0.02 -0.02 -0.01
H -0.01 0.02 0.04
H -0.04 -0.01 0.00
H 0.03 -0.04 -0.02
H -0.01 0.02 0.02
H 0.01 0.00 -0.03
H -0.03 -0.01 0.00
C 0.01 -0.02 0.01
C 0.01 0.01 0.01
C 0.03 -0.01 0.02
C -0.03 0.05 -0.03
C -0.06 -0.02 -0.03
C 0.18 -0.03 0.14
Se -0.42 0.01 -0.14
C -0.02 0.00 -0.02
C 0.01 0.02 0.04
C 0.00 0.01 0.00
H 0.00 0.00 0.00
H 0.00 0.01 0.00
H 0.00 0.01 0.00
H -0.01 0.00 0.00
H -0.01 0.01 0.00
H 0.04 0.04 -0.07
H -0.03 0.04 0.00
H 0.03 -0.01 0.00
H -0.02 0.00 0.00
H 0.00 -0.01 -0.03
H 0.00 0.00 0.00

Summary:
- Kohn-Sham gap: 6.30 eV
- HOMO: -9.0 eV
- E_tot: -222309.1332 eV
- Total charge: +1
- Relative energy (zero: lowest compared OMol25 entry of this formula, charge and spin): 0.00 kcal/mol

No. 2
Below is 13 unconnected molecules or ions with the total composition C4H34N2O12 in a non-equilibrium geometry, with properties calculated with ωB97M-V/def2-TZVPD.

Each line ends with the Löwdin charge.
Cartesian coordinates (Å):
C (-0.05387, 1.34115, -1.75894)  -0.15
C (-0.21577, 1.12869, -0.21269)  -0.15
C (-1.46218, 1.58745, 0.40593)  -0.47
C (-2.08052, 0.94446, 1.45257)  0.01
N (-1.89544, 2.79592, -0.13593)  0.07
N (-0.59808, 0.00305, -2.37692)  0.05
H (-0.61999, 2.18390, -2.14700)  0.10
H (0.97837, 1.49287, -2.03816)  0.05
H (0.52425, 1.75687, 0.49055)  0.13
H (-0.17978, 0.09295, 0.07530)  0.09
H (-3.16440, 1.24018, 1.57680)  0.07
H (-1.70301, -0.01489, 1.67570)  0.02
H (-1.15921, 3.45657, -0.42486)  0.04
H (-2.74220, 3.37738, 0.23912)  0.16
H (-0.25268, -0.80776, -1.98244)  0.02
H (-1.49071, 0.05526, -2.07774)  -0.06
H (-3.20537, -0.65458, -0.27458)  -0.02
H (-2.62153, -1.12072, -1.68786)  0.09
O (-3.02485, -1.42253, -0.76790)  -0.07
H (1.30429, -3.93175, 1.07257)  0.02
H (0.79844, -3.24064, -0.12787)  -0.04
O (1.33609, -3.18243, 0.57981)  0.03
H (0.44190, -1.84721, 3.54573)  -0.01
H (0.26897, -2.51668, 2.17849)  0.08
O (0.44414, -2.71532, 3.20533)  -0.09
H (2.53271, 0.43604, -1.89265)  0.02
H (2.00765, 0.28991, -3.29716)  -0.05
O (2.54834, 0.72519, -2.77890)  0.03
H (2.13143, 2.43610, 0.96850)  0.05
H (2.63604, 3.81862, 1.49627)  0.02
O (2.21744, 3.40799, 0.79335)  -0.03
H (0.86280, 4.35646, -1.55238)  0.06
H (0.98183, 4.27543, -0.08990)  0.02
O (0.29758, 4.51213, -0.77483)  -0.09
H (-2.96842, 1.57536, -1.79255)  -0.06
H (-4.38480, 1.14248, -2.20669)  0.03
O (-3.50275, 1.29373, -2.46837)  0.01
H (-0.82014, -3.90860, -2.30050)  0.05
H (-0.35211, -4.63226, -1.02041)  0.04
O (-0.21893, -3.87453, -1.57270)  -0.02
H (3.03474, -2.55701, 0.65102)  0.04
H (4.32788, -2.00557, 0.85342)  0.06
O (3.58250, -1.83386, 0.29188)  -0.03
H (-2.15638, -3.29677, 0.13360)  -0.03
H (-2.39156, -4.08562, 1.43676)  0.07
O (-1.72192, -3.73214, 0.82751)  -0.04
H (2.46250, 1.09911, 2.82086)  0.08
H (0.90652, 1.16282, 3.04021)  -0.01
O (1.69735, 1.59063, 3.33057)  -0.10
H (2.68123, -0.74351, 0.85656)  -0.02
H (1.99110, -1.01668, 2.27778)  0.04
O (1.99050, -0.43764, 1.48372)  -0.11

Atomic forces in eV per Å
C -0.48 -2.66 1.12
C 1.96 2.09 1.35
C -2.14 1.21 1.19
C -1.31 1.60 -2.55
N -2.21 1.74 0.44
N 2.72 4.03 -2.14
H -0.29 -0.30 0.02
H -0.32 0.02 0.10
H -0.95 -1.56 -1.94
H 0.88 -0.42 -0.16
H 1.45 -0.36 0.75
H -0.04 -1.04 0.52
H -0.22 -0.53 -0.05
H 2.23 -2.08 -0.44
H 1.54 -1.67 1.33
H -3.75 0.11 0.56
H -0.09 1.79 0.90
H -1.66 -0.80 3.09
O 1.56 -1.41 -3.92
H -0.47 -3.55 2.15
H -2.95 -0.37 -3.97
O 3.32 3.60 1.98
H -0.15 1.57 1.07
H 0.50 -0.91 3.07
O -0.44 -0.58 -3.98
H -0.16 -0.93 1.18
H -4.41 -3.75 -3.70
O 5.40 4.26 2.21
H 0.23 1.44 0.20
H 1.23 0.89 2.38
O -1.17 -2.22 -2.35
H -0.63 0.22 -0.05
H -0.88 0.13 -0.17
O 1.51 -0.22 0.03
H 1.62 1.53 3.02
H -1.27 -0.09 0.84
O -0.38 -1.24 -3.75
H -0.58 -0.20 -0.59
H -0.56 -0.73 0.31
O 0.99 0.87 0.05
H -0.98 0.17 -0.96
H 1.41 0.55 0.14
O 0.73 -1.26 -0.18
H -1.24 1.30 -1.49
H 0.30 0.36 -0.44
O 0.97 -1.55 2.03
H -2.62 1.15 1.37
H -0.75 -0.49 -0.51
O 3.24 -0.49 -0.77
H -0.18 -0.39 0.57
H 0.26 0.29 -1.11
O -0.75 0.87 1.26

Summary:
- Kohn-Sham gap: 8.19 eV
- HOMO: -8.1 eV
- E_tot: -32246.9324 eV
- Relative energy (zero: lowest compared OMol25 entry of this formula, charge and spin): 120.85 kcal/mol

- Look up the relative energy (zero: lowest compared OMol25 entry of this formula, charge and spin) of the second one.
  120.85 kcal/mol